[1]
Computed, not measured: C25H60BrO3Si2 as an isolated structure, with ωB97M-V/def2-TZVPD.

The electronic energy comes out at -118844.8478 eV. As for the spin multiplicity: 1. As for the total charge: -1.

Atoms and positions in Å:
1 O 6.31 2.11 0.96
2 C 5.98 1.93 -0.22
3 O 6.38 1.10 -1.10
4 Si 4.62 3.14 -0.81
5 O 3.32 2.36 -1.57
6 Si 2.51 1.11 -0.94
7 Br 0.84 1.83 0.36
8 H 5.10 4.12 -1.82
9 H 4.06 3.94 0.32
10 H 1.84 0.38 -2.02
11 H 3.35 0.20 -0.14
12 C -4.10 -0.82 4.23
13 C -4.53 -0.30 2.86
14 C -4.52 -1.37 1.77
15 C -3.15 -1.99 1.50
16 C -2.06 -0.99 1.11
17 C -2.36 -0.23 -0.18
18 H -3.07 -1.20 4.22
19 H -4.15 -0.03 4.98
20 H -4.75 -1.63 4.56
21 H -3.88 0.53 2.57
22 H -5.54 0.11 2.94
23 H -4.91 -0.93 0.85
24 H -5.22 -2.16 2.05
25 H -3.26 -2.73 0.69
26 H -2.82 -2.55 2.37
27 H -1.12 -1.54 0.99
28 H -1.89 -0.28 1.92
29 H -2.49 -0.91 -1.02
30 H -1.53 0.44 -0.41
31 H -3.26 0.38 -0.09
32 C -7.67 -1.67 7.45
33 C -6.29 -1.07 7.69
34 C -5.30 -2.06 8.30
35 C -5.68 -2.59 9.68
36 C -5.90 -1.51 10.74
37 C -4.66 -0.68 11.03
38 H -8.14 -1.99 8.38
39 H -8.34 -0.95 6.98
40 H -7.61 -2.54 6.79
41 H -6.38 -0.19 8.32
42 H -5.89 -0.73 6.74
43 H -4.31 -1.58 8.35
44 H -5.18 -2.91 7.62
45 H -4.90 -3.27 10.02
46 H -6.59 -3.20 9.60
47 H -6.23 -2.00 11.67
48 H -6.73 -0.86 10.44
49 H -3.83 -1.31 11.36
50 H -4.85 0.06 11.81
51 H -4.33 -0.13 10.14
52 C -1.19 2.83 -7.09
53 C -0.31 1.67 -6.60
54 C 0.05 1.77 -5.12
55 C 0.86 3.01 -4.73
56 C 2.18 3.17 -5.49
57 C 3.15 2.02 -5.25
58 H -0.68 3.79 -6.99
59 H -1.45 2.70 -8.14
60 H -2.12 2.88 -6.52
61 H 0.60 1.62 -7.20
62 H -0.84 0.73 -6.77
63 H 0.60 0.87 -4.83
64 H -0.87 1.76 -4.52
65 H 1.08 2.96 -3.66
66 H 0.25 3.91 -4.88
67 H 2.64 4.11 -5.16
68 H 1.99 3.29 -6.56
69 H 3.36 1.93 -4.18
70 H 4.09 2.19 -5.76
71 H 2.75 1.07 -5.61
72 C 6.74 -1.20 -7.36
73 C 5.64 -0.85 -6.35
74 C 6.13 0.06 -5.22
75 C 7.22 -0.53 -4.33
76 C 6.84 -1.85 -3.66
77 C 5.63 -1.72 -2.74
78 H 7.55 -1.75 -6.88
79 H 6.35 -1.82 -8.16
80 H 7.16 -0.30 -7.80
81 H 5.22 -1.76 -5.94
82 H 4.83 -0.34 -6.88
83 H 5.27 0.33 -4.59
84 H 6.49 1.00 -5.65
85 H 7.45 0.19 -3.55
86 H 8.14 -0.67 -4.91
87 H 7.70 -2.19 -3.08
88 H 6.66 -2.63 -4.41
89 H 5.82 -0.96 -1.98
90 H 5.42 -2.67 -2.24
91 H 4.73 -1.43 -3.29


[2]
Computed, not measured: C25H60Li4N4O11 as an isolated structure, with ωB97M-V/def2-TZVPD.

The electronic energy comes out at -56191.4613 eV. As for the spin multiplicity: 2. As for the total charge: +1. The expectation value of S² is 0.7506.

Atoms and positions in Å:
1 Li -7.94 2.51 27.23
2 Li -5.51 -0.03 27.98
3 Li -6.29 2.39 24.25
4 Li -4.78 -0.69 24.81
5 C -7.09 0.33 26.28
6 O -6.36 -0.63 26.03
7 O -7.39 0.58 27.42
8 O -7.30 1.29 25.49
9 C -14.10 1.11 28.80
10 O -13.03 1.76 28.07
11 C -11.96 0.83 27.60
12 C -10.83 1.74 27.07
13 N -9.85 2.24 28.15
14 C -10.55 3.07 29.14
15 C -9.67 3.43 30.38
16 O -9.44 2.41 31.30
17 C -8.25 1.56 31.17
18 H -14.82 0.64 28.14
19 H -14.71 1.81 29.38
20 H -13.65 0.41 29.51
21 H -12.34 0.35 26.69
22 H -11.62 0.07 28.30
23 H -11.23 2.50 26.40
24 H -10.19 1.09 26.47
25 H -9.50 1.36 28.52
26 H -11.40 2.59 29.63
27 H -10.71 4.05 28.69
28 H -10.31 4.17 30.86
29 H -8.80 3.96 29.99
30 H -8.22 0.89 30.31
31 H -8.04 0.84 31.97
32 H -7.28 2.06 31.19
33 C -8.22 1.61 22.01
34 O -7.82 2.85 22.77
35 C -7.13 3.85 22.04
36 C -6.61 4.76 23.09
37 N -5.44 4.19 23.68
38 C -4.88 4.91 24.86
39 C -4.00 6.04 24.25
40 O -3.18 5.64 23.08
41 C -2.41 6.63 22.39
42 H -7.68 1.37 21.10
43 H -9.26 1.50 21.70
44 H -8.07 0.81 22.74
45 H -7.89 4.28 21.39
46 H -6.32 3.34 21.51
47 H -7.17 4.88 24.02
48 H -6.15 5.67 22.72
49 H -4.77 4.27 22.93
50 H -4.27 4.34 25.55
51 H -5.79 5.20 25.39
52 H -3.41 6.47 25.06
53 H -4.67 6.86 24.01
54 H -1.74 5.94 21.88
55 H -1.82 7.28 23.04
56 H -2.96 7.20 21.64
57 C -0.89 -2.80 20.76
58 O -1.85 -2.77 21.85
59 C -1.37 -1.91 22.88
60 C -2.10 -2.32 24.23
61 N -3.55 -2.30 24.19
62 C -4.11 -2.90 25.42
63 C -3.60 -4.31 25.83
64 O -2.46 -4.33 26.74
65 C -2.22 -5.67 27.03
66 H -1.23 -3.44 19.94
67 H 0.06 -3.17 21.15
68 H -0.84 -1.78 20.38
69 H -1.46 -0.85 22.63
70 H -0.32 -2.16 23.05
71 H -1.66 -1.66 24.98
72 H -1.62 -3.28 24.41
73 H -3.92 -2.60 23.30
74 H -5.17 -3.02 25.21
75 H -4.05 -2.26 26.30
76 H -3.52 -4.79 24.85
77 H -4.46 -4.80 26.28
78 H -1.32 -5.82 27.62
79 H -1.88 -6.22 26.15
80 H -3.03 -6.16 27.58
81 C -10.58 -2.19 29.94
82 O -9.39 -2.90 29.41
83 C -8.73 -2.32 28.23
84 C -7.70 -3.27 27.60
85 N -8.17 -4.67 27.76
86 C -9.36 -4.99 27.00
87 C -9.46 -6.56 27.01
88 O -10.18 -6.91 28.18
89 C -10.13 -8.32 28.28
90 H -10.34 -1.18 30.30
91 H -10.78 -2.73 30.86
92 H -11.44 -2.19 29.27
93 H -8.48 -1.33 28.61
94 H -9.43 -2.15 27.41
95 H -6.72 -3.07 28.04
96 H -7.63 -2.94 26.56
97 H -8.47 -4.65 28.73
98 H -9.36 -4.64 25.97
99 H -10.22 -4.62 27.55
100 H -8.43 -6.91 26.91
101 H -9.99 -6.70 26.07
102 H -10.56 -8.94 27.49
103 H -10.66 -8.64 29.18
104 H -9.08 -8.56 28.46


[3]
Computed, not measured: a 5-piece molecular cluster, C25H61N4O11 overall, with ωB97M-V/def2-TZVPD.

The electronic energy comes out at -55378.8577 eV. As for the spin multiplicity: 1. Its energy above the lowest of the compared OMol25 structures with the same formula, charge and spin is 3.132 eV. As for the total charge: -1.

Atoms and positions in Å:
1 C 43.61 30.88 48.54
2 O 44.63 31.20 49.18
3 O 42.68 30.17 49.10
4 O 43.50 31.05 47.28
5 H 42.94 30.51 49.96
6 C 46.73 29.57 42.80
7 O 46.98 30.31 43.78
8 C 45.94 31.01 44.29
9 C 46.41 31.79 45.56
10 N 45.31 32.77 46.15
11 C 45.77 33.72 47.11
12 C 44.56 34.61 47.64
13 O 45.06 35.65 48.50
14 C 45.34 35.31 49.80
15 H 47.52 29.04 42.33
16 H 46.51 30.34 41.84
17 H 45.72 29.18 42.92
18 H 44.92 30.29 44.46
19 H 45.48 31.84 43.78
20 H 47.43 32.42 45.43
21 H 46.47 31.14 46.47
22 H 44.51 32.36 46.87
23 H 46.67 34.48 46.58
24 H 46.22 33.10 47.87
25 H 43.89 34.07 48.06
26 H 44.19 35.03 46.73
27 H 44.39 35.11 50.36
28 H 45.44 36.18 50.16
29 H 45.97 34.54 50.09
30 C 34.20 23.44 50.69
31 O 34.38 24.61 50.78
32 C 35.82 24.91 51.02
33 C 35.89 26.42 50.98
34 N 37.19 27.01 51.27
35 C 37.29 28.44 51.16
36 C 38.67 29.02 51.45
37 O 38.71 30.26 51.93
38 C 40.12 30.69 52.18
39 H 33.04 23.22 50.61
40 H 34.61 22.87 51.59
41 H 34.63 22.88 49.89
42 H 36.57 24.76 50.34
43 H 36.34 24.73 51.97
44 H 35.25 26.74 51.70
45 H 35.48 26.82 50.10
46 H 37.66 26.79 50.42
47 H 36.52 28.60 51.91
48 H 36.86 28.79 50.11
49 H 39.20 29.08 50.37
50 H 39.28 28.13 51.90
51 H 40.38 30.40 53.12
52 H 39.87 31.64 52.44
53 H 40.74 30.66 51.37
54 C 55.94 26.59 52.05
55 O 55.64 27.53 51.20
56 C 54.50 28.28 51.57
57 C 53.23 28.09 50.67
58 N 52.20 29.02 51.13
59 C 51.01 28.82 50.40
60 C 50.00 30.03 50.55
61 O 48.86 29.70 49.74
62 C 47.89 30.79 49.63
63 H 56.65 25.90 51.84
64 H 54.96 25.97 52.36
65 H 56.34 27.03 53.01
66 H 54.92 29.36 51.47
67 H 54.22 28.11 52.68
68 H 52.86 27.00 50.54
69 H 53.54 28.40 49.55
70 H 52.59 29.83 50.74
71 H 50.27 28.18 50.84
72 H 51.15 29.02 49.45
73 H 50.50 30.78 50.06
74 H 49.68 30.26 51.57
75 H 47.17 30.24 49.03
76 H 48.41 31.46 48.94
77 H 47.48 31.32 50.58
78 C 42.40 34.83 53.15
79 O 43.09 33.86 53.41
80 C 43.31 32.87 52.40
81 C 44.29 31.79 52.81
82 N 44.08 30.59 51.91
83 C 44.98 29.58 52.38
84 C 45.04 28.53 51.39
85 O 45.89 27.37 51.78
86 C 46.57 26.77 50.63
87 H 41.34 34.44 52.87
88 H 42.86 35.21 52.31
89 H 42.32 35.48 53.96
90 H 43.54 33.31 51.37
91 H 42.27 32.41 52.21
92 H 44.03 31.47 53.77
93 H 45.27 31.92 52.88
94 H 44.22 30.79 50.92
95 H 44.62 29.28 53.42
96 H 46.02 30.06 52.58
97 H 45.61 28.87 50.46
98 H 43.99 28.18 51.04
99 H 47.36 27.44 50.31
100 H 45.83 26.76 49.82
101 H 47.09 25.96 50.95


[4]
Computed, not measured: C25H63F9Li2N12O21S3 as an isolated structure, with ωB97M-V/def2-TZVPD.

The electronic energy comes out at -145197.3359 eV. As for the spin multiplicity: 1. As for the total charge: 0.

Atoms and positions in Å:
1 Li 23.87 23.93 -2.86
2 Li 19.93 22.71 -7.63
3 C 26.66 22.90 -3.73
4 F 27.27 22.65 -2.54
5 F 27.27 22.28 -4.75
6 F 25.42 22.49 -3.70
7 S 26.62 24.84 -4.04
8 O 27.94 25.39 -3.82
9 O 26.29 25.08 -5.48
10 N 25.38 25.23 -2.95
11 S 26.06 26.02 -1.78
12 O 27.06 25.25 -1.00
13 O 26.55 27.33 -2.25
14 C 24.52 26.31 -0.66
15 F 24.94 26.97 0.38
16 F 23.54 26.96 -1.32
17 F 24.09 25.07 -0.29
18 C 24.21 22.62 -7.06
19 F 25.46 22.42 -6.66
20 F 24.01 23.85 -7.51
21 F 23.96 21.71 -8.02
22 S 22.88 22.27 -5.61
23 O 22.99 20.81 -5.18
24 O 23.27 23.27 -4.60
25 O 21.54 22.55 -6.21
26 C 21.13 25.87 -3.60
27 C 21.56 27.38 -3.92
28 O 22.80 27.36 -4.63
29 O 22.03 25.13 -2.79
30 H 21.06 25.49 -4.62
31 H 20.17 25.75 -3.09
32 H 21.71 28.03 -3.05
33 H 20.77 27.90 -4.47
34 H 23.43 26.86 -4.10
35 H 21.90 25.47 -1.90
36 C 28.84 19.25 -6.78
37 C 27.45 19.10 -6.48
38 O 27.07 17.76 -6.63
39 O 29.31 18.63 -7.96
40 H 29.45 18.74 -6.03
41 H 29.06 20.31 -6.81
42 H 26.83 19.85 -6.95
43 H 27.40 19.33 -5.41
44 H 26.43 17.36 -6.04
45 H 29.15 17.69 -7.84
46 C 28.22 23.46 -9.24
47 C 26.99 22.87 -9.92
48 O 27.04 23.30 -11.30
49 O 28.16 24.91 -9.16
50 H 29.08 23.34 -9.91
51 H 28.49 22.97 -8.30
52 H 25.98 23.13 -9.58
53 H 26.95 21.79 -9.84
54 H 27.26 24.22 -11.14
55 H 28.67 25.26 -8.43
56 C 23.24 18.80 -7.51
57 C 23.97 18.03 -8.66
58 O 23.14 17.81 -9.83
59 O 21.98 18.20 -7.30
60 H 22.84 19.81 -7.62
61 H 23.94 18.82 -6.67
62 H 24.40 17.12 -8.24
63 H 24.87 18.51 -9.06
64 H 23.44 18.25 -10.63
65 H 21.47 18.39 -8.10
66 C 24.26 17.24 -4.77
67 O 25.12 16.64 -5.22
68 N 24.39 18.28 -4.00
69 N 23.04 16.76 -4.85
70 H 25.39 18.47 -4.00
71 H 23.72 18.97 -4.29
72 H 22.37 17.40 -4.46
73 H 22.87 16.00 -5.49
74 C 22.93 21.25 -1.58
75 O 23.50 22.29 -1.60
76 N 22.69 20.75 -0.45
77 N 22.63 20.40 -2.46
78 H 22.49 21.34 0.35
79 H 22.25 19.84 -0.47
80 H 22.76 20.64 -3.44
81 H 22.30 19.47 -2.24
82 C 21.48 21.82 -10.12
83 O 21.13 21.72 -8.96
84 N 21.32 22.89 -10.80
85 N 22.00 20.78 -10.70
86 H 20.98 23.66 -10.24
87 H 21.85 22.89 -11.66
88 H 22.55 20.93 -11.54
89 H 22.23 19.97 -10.15
90 C 18.52 23.17 -4.97
91 O 18.89 23.71 -5.96
92 N 19.22 23.32 -3.87
93 N 17.46 22.46 -4.85
94 H 18.78 23.23 -2.96
95 H 20.12 23.74 -4.07
96 H 16.80 22.43 -5.61
97 H 17.40 21.84 -4.05
98 C 19.30 18.83 -4.74
99 O 18.27 18.83 -4.01
100 N 19.92 19.89 -5.06
101 N 19.84 17.80 -5.11
102 H 20.91 19.96 -5.26
103 H 19.31 20.65 -4.80
104 H 20.40 17.92 -5.94
105 H 19.55 16.92 -4.71
106 C 21.37 27.94 -10.35
107 C 22.58 28.38 -9.51
108 C 22.70 27.17 -8.56
109 C 24.06 27.14 -7.80
110 C 25.25 27.30 -8.70
111 C 25.08 28.43 -9.69
112 N 23.77 28.41 -10.38
113 O 23.61 29.50 -11.20
114 C 25.33 29.71 -8.82
115 C 26.14 28.20 -10.72
116 C 22.29 29.65 -8.69
117 H 21.73 27.38 -11.21
118 H 20.70 28.63 -10.87
119 H 20.77 27.27 -9.74
120 H 21.91 27.25 -7.81
121 H 22.78 26.21 -9.07
122 H 24.11 26.11 -7.43
123 H 23.98 27.78 -6.93
124 H 25.23 26.30 -9.14
125 H 26.12 27.38 -8.05
126 H 26.35 29.67 -8.44
127 H 25.36 30.58 -9.48
128 H 24.67 30.00 -8.00
129 H 27.04 27.68 -10.37
130 H 25.84 27.35 -11.34
131 H 26.24 29.11 -11.32
132 H 21.26 30.02 -8.72
133 H 23.00 30.43 -8.98
134 H 22.40 29.55 -7.61
135 H 23.60 30.28 -10.64